Here is a single C3H7NO molecule in a non-equilibrium geometry from the OMol25 dataset. Energies are from ωB97M-V with the def2-TZVPD basis set.

Output
SMILES   CNCC=O
Max |F|   2.4 eV Å⁻¹
Charge   0
Total energy   -248.44835 Ha
LUMO   0.035 Ha
HOMO level   -9.16 eV
Energy above the lowest of the compared OMol25 structures with the same formula, charge and spin   205.17 kJ/mol

```
12
C3H7NO (ωB97M-V with the def2-TZVPD basis set)
C -0.815 -1.285 0.810
N 0.412 -0.598 0.379
C 0.293 0.246 -0.802
C 0.997 1.563 -0.618
O 0.708 2.553 -1.226
H -1.656 -0.608 0.534
H -0.912 -2.161 0.182
H -0.777 -1.581 1.847
H 0.678 -0.016 1.165
H -0.812 0.437 -0.827
H 0.361 -0.228 -1.788
H 1.524 1.679 0.343
```


Here is a gas-phase ion, C5H12NO (charge +1) in a non-equilibrium geometry from the OMol25 dataset. Energies are from ωB97M-V with the def2-TZVPD basis set.

Output
SMILES   CCC/[N+](C)=C\O
Max |F|   9.8 eV Å⁻¹
Charge   +1
Total energy   -327.32296 Ha
LUMO   -0.202 Ha
HOMO level   -14.05 eV
Energy above the lowest of the compared OMol25 structures with the same formula, charge and spin   358.71 kJ/mol

```
19
C5H12NO (ωB97M-V with the def2-TZVPD basis set)
C 2.041 -0.265 -0.577
C 1.002 -1.043 0.150
C 0.091 -0.170 0.995
N -0.966 0.531 0.377
C -0.725 1.580 -0.592
C -2.301 -0.340 0.114
O -2.137 -1.558 0.461
H 1.618 0.027 -1.563
H 2.365 0.531 0.237
H 3.009 -0.797 -0.822
H 1.659 -1.631 0.947
H 0.489 -1.612 -0.523
H -0.342 -0.823 1.800
H 0.726 0.588 1.430
H -0.030 1.124 -1.479
H -0.105 2.211 0.001
H -1.636 2.195 -1.047
H -3.222 0.125 -0.150
H -2.833 -2.144 0.412
```